# C30H47F4KN6O

C30H47F4KN6O as an isolated structure (wB97M-V/def2-TZVPD, the OMol25 dataset).

Geometry as XYZ:
```
89
Properties=species:S:1:pos:R:3:mulliken_charge:R:1
K -0.19552 -0.11178 0.41697 1.159
C -1.75220 0.43282 4.39575 -0.805
C -0.38057 -0.22686 4.29082 -0.817
N -0.21736 -1.12331 3.15104 0.148
C -0.92770 -2.38612 3.26639 -0.499
C -0.44036 -3.38595 2.22561 -1.236
N -0.67842 -2.98583 0.84175 0.526
C -1.79350 -3.65338 0.16972 -0.863
C -3.12582 -2.90197 0.15279 -0.736
C -3.24402 -1.79077 -0.89559 -0.944
N -2.83161 -0.46421 -0.44315 0.071
C -3.81431 0.25682 0.36445 -1.420
C -3.45655 0.36875 1.83921 -0.355
N -2.23670 1.14502 2.03412 0.359
C -2.03493 1.56884 3.41646 -0.883
H -1.82666 0.85838 5.40028 0.444
H -2.54164 -0.32132 4.34031 0.300
H -0.18875 -0.75968 5.23655 0.484
H 0.38165 0.55159 4.20099 0.285
H 0.77475 -1.30266 3.04424 0.018
H -1.99907 -2.21331 3.12906 0.176
H -0.80589 -2.83988 4.26493 0.530
H -0.90360 -4.35912 2.43707 0.375
H 0.63754 -3.52247 2.37133 0.351
H 0.15641 -3.13115 0.29153 -0.287
H -1.96298 -4.64049 0.62356 0.391
H -1.49488 -3.83520 -0.86581 0.384
H -3.35648 -2.51442 1.14840 0.247
H -3.89959 -3.64261 -0.07010 0.434
H -4.28421 -1.76145 -1.25369 0.499
H -2.62080 -2.05359 -1.75386 0.444
H -2.56631 0.09682 -1.24794 0.138
H -4.80280 -0.21263 0.27871 0.325
H -3.92341 1.27379 -0.02868 0.457
H -3.31277 -0.63000 2.25584 0.140
H -4.31455 0.81603 2.36943 0.413
H -2.28355 1.97194 1.44817 -0.349
H -2.91551 2.11822 3.78818 0.522
H -1.19187 2.26549 3.43237 0.358
C -2.70318 2.93619 -2.43503 -1.308
C -1.18353 2.95675 -2.37644 -0.763
N -0.64085 2.83857 -1.02513 1.694
C -1.21484 3.79369 -0.07896 -0.739
C -1.07807 5.28084 -0.41238 -1.542
C 0.82274 2.93449 -1.02646 -0.984
C 1.54520 2.04863 -2.03433 -2.043
N 1.23714 0.65547 -1.82035 1.037
C 1.77530 -0.24153 -2.63744 -0.055
C 1.35511 -1.59820 -2.53030 -0.491
F 0.38887 -1.89636 -1.61187 0.350
C 1.84686 -2.63163 -3.27782 -0.489
F 1.37297 -3.87662 -3.04394 -0.407
C 2.81644 -2.44401 -4.25003 -0.657
C 3.24854 -1.14026 -4.40080 0.195
F 4.20630 -0.87579 -5.31415 -0.390
C 2.77154 -0.08940 -3.64845 0.591
F 3.33723 1.12803 -3.87215 -0.453
H -3.02520 2.88142 -3.47513 0.443
H -3.15710 3.82583 -1.99645 0.314
H -3.10613 2.06319 -1.91769 0.102
H -0.81745 3.86483 -2.88366 0.439
H -0.80376 2.10759 -2.94453 0.312
H -0.73774 3.60539 0.88931 0.242
H -2.27779 3.56505 0.04072 0.354
H -0.03617 5.59394 -0.46763 0.313
H -1.56105 5.87430 0.36564 0.503
H -1.55462 5.53033 -1.36182 0.248
H 1.16125 2.67141 -0.01618 0.340
H 1.15534 3.96769 -1.21544 0.208
H 2.61175 2.29234 -1.92479 0.656
H 1.29515 2.38521 -3.04992 0.627
H 3.20304 -3.25403 -4.84767 0.508
C 3.89655 1.78112 0.81700 -1.601
C 3.07920 0.53338 1.00881 0.897
O 2.13191 0.52583 1.78065 -0.619
C 3.47734 -0.70536 0.27941 0.502
C 2.88662 -1.91543 0.63660 0.254
C 3.23620 -3.08746 -0.01159 -0.715
C 4.17815 -3.05753 -1.03171 -0.392
C 4.76798 -1.85708 -1.39782 -0.914
C 4.42098 -0.68455 -0.74486 -0.594
H 3.50896 2.56460 1.46272 0.329
H 3.85153 2.11022 -0.22168 0.308
H 4.94293 1.58405 1.05612 0.503
H 2.16126 -1.92169 1.43848 0.525
H 2.77582 -4.02602 0.27336 0.393
H 4.44168 -3.96955 -1.55151 0.421
H 5.48539 -1.82864 -2.20691 0.388
H 4.87875 0.24635 -1.05305 0.375
```

Summary:
Total charge: 0
DFT total energy in eV: -70056.3094
LUMO in eV: 0.211

# C30H47NO4S

One molecule with the formula C30H47NO4S (wB97M-V/def2-TZVPD, the OMol25 dataset).

Geometry as XYZ:
```
83
Properties=species:S:1:pos:R:3:mulliken_charge:R:1
C -2.12662 0.77034 -1.99878 -1.864
C -1.24568 0.61754 -1.02343 0.070
C -0.40320 1.71425 -0.41849 3.462
C 0.07592 2.68394 -1.51463 -2.173
C 0.88143 1.14110 0.21383 -3.256
C 0.76840 0.08078 1.32293 0.222
O 1.70447 -0.96199 0.98449 -0.249
C 1.25009 -2.00909 0.31785 0.303
O 0.08713 -2.22351 0.06577 -0.570
C 2.38093 -2.88048 -0.15526 -0.999
S 3.07402 -2.10427 -1.66167 -0.263
C 1.60503 -2.03590 -2.76871 2.098
C 1.08716 -3.42807 -3.10149 -1.537
C 0.10524 -3.35526 -4.27633 -0.024
C -1.01650 -2.32536 -4.00763 -0.822
C -0.44912 -1.01941 -4.58361 -0.022
C 0.94400 -1.43281 -5.11120 -0.111
C 2.02231 -1.29145 -4.03162 -1.703
N 0.84578 -2.85072 -5.42276 -0.098
C 0.24068 -3.14319 -6.70251 -1.088
C 1.08492 0.57279 2.75957 1.474
C 2.60011 0.80541 2.86059 -2.273
C 0.61439 -0.44494 3.82884 -0.169
C 1.21976 -1.84338 3.71222 -1.795
C -0.91257 -0.55719 3.85536 -1.033
C -1.58451 0.78767 4.10561 -1.218
C -1.18972 1.87726 3.09111 1.849
C -1.52793 3.25948 3.69210 -1.521
C -0.40808 3.56038 4.68418 -0.740
C 0.69870 2.57495 4.37384 -0.242
O 1.66083 2.40147 5.07251 -0.581
C 0.35513 1.90139 3.05128 -1.481
C -1.90355 1.68292 1.73086 1.006
C -3.40439 1.98724 1.85223 -2.198
C -1.27715 2.53664 0.58404 -1.664
O -2.24930 3.26805 -0.12029 -0.693
H -2.70479 -0.06367 -2.36108 0.331
H -2.30140 1.70801 -2.50065 0.321
H -1.11291 -0.37287 -0.60992 0.201
H 0.54906 2.13407 -2.32495 0.265
H 0.79803 3.38687 -1.10497 0.508
H -0.75178 3.25941 -1.91659 0.447
H 1.50251 1.96776 0.55833 0.857
H 1.43953 0.67154 -0.60238 0.746
H -0.21705 -0.38441 1.30201 1.229
H 3.19916 -2.88927 0.56052 0.443
H 2.04289 -3.88843 -0.38597 0.522
H 0.84293 -1.46808 -2.23228 -1.190
H 1.92349 -4.06753 -3.38999 0.359
H 0.58658 -3.86098 -2.23389 0.417
H -0.28591 -4.35456 -4.48173 0.642
H -1.23667 -2.25481 -2.94438 0.253
H -1.93111 -2.62063 -4.52257 0.439
H -0.37683 -0.22986 -3.83788 -0.455
H -1.06539 -0.64881 -5.40328 0.495
H 1.24150 -0.86425 -5.99547 0.643
H 2.94766 -1.72637 -4.41355 0.496
H 2.20590 -0.23956 -3.80582 0.382
H 0.86560 -2.71778 -7.48706 0.345
H -0.77933 -2.75108 -6.81700 0.343
H 0.21280 -4.22435 -6.83412 0.349
H 3.14471 -0.04430 2.46310 0.466
H 2.89176 1.68484 2.29105 0.417
H 2.89182 0.96135 3.89323 0.513
H 0.93586 -0.03114 4.79083 0.758
H 1.00446 -2.40371 4.62018 0.505
H 2.29726 -1.80139 3.58919 0.318
H 0.79135 -2.39347 2.87770 0.354
H -1.27832 -1.00281 2.92887 0.130
H -1.19459 -1.24009 4.66041 0.562
H -2.66606 0.65039 4.12148 0.366
H -1.28732 1.12737 5.10011 0.540
H -2.50247 3.24958 4.17629 0.495
H -1.55300 4.01007 2.90264 0.437
H -0.71379 3.44070 5.72412 0.330
H -0.01546 4.57402 4.58840 0.389
H 0.67919 2.64242 2.31340 1.186
H -1.83682 0.63156 1.45533 0.010
H -3.82381 1.52070 2.73769 0.410
H -3.58820 3.05618 1.89947 0.392
H -3.93730 1.58613 0.99231 0.531
H -0.64308 3.32171 1.00760 0.857
H -2.79878 2.64296 -0.60956 0.552
```

Summary:
Total charge: 0
DFT total energy in eV: -52389.1868
LUMO in eV: 0.671

# C30H48AsF6N2O10S3

C30H48AsF6N2O10S3 as an isolated structure in a non-equilibrium geometry (wB97M-V/def2-TZVPD, the OMol25 dataset).

Geometry as XYZ:
```
100
Properties=species:S:1:pos:R:3:mulliken_charge:R:1
As -0.71547 -0.43471 2.43884 1.990
F -0.42275 1.12317 1.74587 -0.418
F 0.58959 -0.23754 3.60247 -0.509
F -1.04667 -1.94362 3.28583 -0.545
F -2.04312 -0.75918 1.34816 -0.391
F 0.39255 -1.17343 1.32709 -0.389
F -1.81972 0.29926 3.58758 -0.520
C 3.76659 -2.19547 2.42038 -0.317
C 4.96662 -2.55299 3.02757 -0.728
C 5.69435 -3.60094 2.46511 -0.131
C 5.22419 -4.27510 1.36250 -0.315
C 3.99539 -3.91867 0.79769 -0.167
C 3.31771 -2.80175 1.24304 -0.177
N 6.11098 -5.22008 0.68032 1.032
O 5.73613 -5.65673 -0.38478 -0.608
O 7.16836 -5.50330 1.19546 -0.634
H 3.16713 -1.38266 2.81642 0.409
H 5.32118 -2.05390 3.91562 0.414
H 6.64590 -3.83328 2.92720 0.410
H 3.72773 -4.43311 -0.11646 0.470
H 2.35599 -2.52200 0.83772 0.293
C -3.02764 0.40943 -3.42936 -0.506
C -2.33112 -0.05134 -4.52857 -0.553
C -1.19011 -0.80715 -4.37017 -0.509
C -0.71189 -1.04279 -3.09062 -0.555
C -1.41308 -0.61230 -1.98141 0.565
C -2.56755 0.15471 -2.14801 -0.952
N 0.43204 -1.97881 -2.90555 1.078
O 0.92598 -2.43206 -3.91380 -0.659
O 0.76428 -2.23209 -1.77452 -0.475
H -3.95565 0.96238 -3.52104 0.433
H -2.66133 0.24574 -5.51677 0.364
H -0.59147 -1.13860 -5.20790 0.472
H -1.15043 -0.86571 -0.96368 0.502
H -3.14066 0.45263 -1.27944 0.768
C 2.33819 1.98224 0.19991 -0.833
C 3.26101 3.16483 -0.11639 -0.155
C 4.64081 2.70547 -0.60539 -0.710
C 5.61143 3.83263 -0.88145 -0.697
C 5.26604 4.59660 -2.17388 -0.192
C 6.42028 5.50753 -2.63574 -1.343
H 1.29116 2.29070 0.18772 -0.173
H 2.55128 1.45378 1.12682 0.414
H 2.35906 1.26897 -0.63172 0.275
H 2.73435 3.73765 -0.88686 0.171
H 3.36384 3.83413 0.73966 0.271
H 4.54122 1.99491 -1.43035 0.334
H 5.01664 2.08956 0.22320 0.320
H 5.61362 4.52420 -0.03585 0.293
H 6.61247 3.41002 -1.00952 0.379
H 5.03266 3.85461 -2.93708 0.317
H 4.46741 5.32365 -2.01279 0.201
H 6.21368 5.87492 -3.63857 0.358
H 6.64375 6.24379 -1.86304 0.342
H 7.36197 4.94462 -2.69480 0.335
C -1.43900 3.39503 -0.92788 -0.166
C -2.25212 3.46300 0.34775 0.331
C -1.48885 4.33407 1.33426 -0.834
S -0.85742 5.70620 0.33288 1.109
O 0.54502 5.93182 0.60162 -0.631
O -1.75686 6.85522 0.36715 -0.716
C -1.01905 4.84308 -1.27287 -0.896
H -1.99903 3.05968 -1.80261 0.196
H -0.55584 2.76142 -0.85961 0.011
H -2.32438 2.44849 0.75288 -0.438
H -3.30323 3.74277 0.27837 0.388
H -0.51382 3.88941 1.55872 0.228
H -1.96867 4.66490 2.24744 0.598
H -0.09785 4.98682 -1.83597 0.466
H -1.76612 5.39429 -1.84553 0.380
C -6.56487 -1.06892 2.39103 -0.795
C -7.66520 -0.22018 1.73301 -0.535
C -7.31719 1.24566 1.85862 -0.857
S -5.48338 1.31103 1.72560 1.327
O -4.92734 2.02580 2.86425 -0.704
O -5.14750 1.67754 0.37934 -0.631
C -5.23999 -0.48786 1.89665 -0.385
H -6.69753 -2.12525 2.16555 0.350
H -6.56830 -1.00943 3.48238 0.326
H -8.65085 -0.45523 2.13561 0.385
H -7.69133 -0.50500 0.67608 0.254
H -7.65103 1.60884 2.83151 0.333
H -7.71522 1.92590 1.10921 0.372
H -4.36744 -0.69418 2.51583 0.257
H -4.97383 -0.87418 0.91108 0.267
C -1.71032 -5.13324 -1.32560 -0.606
C -1.81816 -4.15986 -0.15830 -0.070
C -0.57107 -4.32560 0.67597 -0.258
S -0.13997 -6.08761 0.73660 1.122
O -0.93424 -6.68293 1.78844 -0.680
O 1.28503 -6.27999 0.61942 -0.606
C -0.99111 -6.39988 -0.86288 -0.805
H -1.18958 -4.69132 -2.17719 0.168
H -2.67785 -5.38372 -1.77035 0.389
H -2.66841 -4.29976 0.51834 0.416
H -1.98763 -3.12345 -0.45778 -0.225
H -0.57467 -3.98037 1.71013 0.526
H 0.33508 -3.92565 0.21054 -0.196
H -1.54325 -7.32453 -0.69371 0.398
H -0.21056 -6.65567 -1.58263 0.389
```

Summary:
Total charge: -1
DFT total energy in eV: -164993.3094
LUMO in eV: 1.318